Entry 1:
# C28H37BrClF3NO7PS3Si2

A structure of composition C28H37BrClF3NO7PS3Si2 in a non-equilibrium geometry (the ωB97M-V functional and the def2-TZVPD basis, the Open Molecules 2025 dataset).

CARTESIAN COORDINATES (ANGSTROEM)
Br 3.307721 0.078249 -0.689890
Cl -2.349926 -0.599597 -5.344915
S -2.510707 4.054462 -1.708973
S -0.470927 1.986801 -1.248350
S 2.582587 -2.620659 -5.212104
P 3.357891 -1.265780 -4.014324
Si 2.020000 -0.938102 -2.237390
Si 0.104575 -2.556341 -0.888720
F 0.666785 -5.229409 -0.669075
F 1.122492 -4.074079 1.148712
F -0.942673 -4.509587 0.657737
O 1.538314 -2.435140 -1.761934
O 5.868678 -9.798003 2.061912
O -3.938262 2.398097 2.765413
O 3.717868 -9.581285 2.706295
O 4.530381 -8.261611 1.093796
O -2.662898 0.819072 3.742788
O -4.835024 1.050125 4.307464
N -0.072213 4.764459 -0.899231
C -0.743904 4.341622 1.427103
C 2.287415 4.994553 -3.703867
C -0.554179 4.490728 2.778831
C -1.329649 -0.216502 0.097234
C -1.422788 -2.795860 -1.978093
C 3.107814 -8.060937 1.104092
C -0.949297 1.277073 0.368316
C 1.181127 5.614762 1.028073
C 2.756483 -6.613581 0.857426
C 2.739320 -8.562204 2.479092
C -5.671842 4.082113 2.496986
C 0.123607 4.890236 0.512410
C 1.365529 5.782016 2.367991
C 3.365635 4.245794 -3.293855
C -1.281363 -2.278375 -3.436126
C 1.189088 5.156520 -2.900827
C -0.155002 -1.204900 0.398893
C 4.812096 -9.267083 1.962768
C 0.501146 5.209642 3.275870
C -1.006251 3.730057 -1.256987
C 0.260491 -4.208378 0.111351
C -5.789255 2.092040 4.067689
C 3.346694 3.681612 -2.041549
C -1.892069 -0.884683 -3.645156
C -3.710582 1.364861 3.620541
C 1.152765 4.569998 -1.657125
C -5.356888 2.622538 2.721734
C 2.242787 3.845405 -1.241829
H 2.217469 3.373513 -0.263680
H -0.433356 -1.715625 1.330012
H 2.199010 6.367403 2.743106
H -0.172794 1.358776 1.129221
H 2.672520 -8.693129 0.324825
H 0.750999 -0.641795 0.643146
H 1.714335 -6.421848 1.087413
H 2.329967 5.423330 -4.700183
H -6.799703 1.689673 4.054892
H -5.058912 4.714136 3.140983
H -2.284961 -2.367253 -1.457514
H -1.673175 -0.251604 -0.937289
H -0.266884 -2.354043 -3.842171
H 3.384078 -5.954580 1.459280
H 0.359842 5.747885 -3.275309
H -1.589496 -3.876989 -2.047741
H 4.161277 3.074010 -1.664011
H 3.554296 -0.049896 -4.706693
H -2.772632 -0.818030 -3.000305
H 1.884048 6.067394 0.334027
H -6.725085 4.289075 2.687934
H 0.934289 -0.076578 -2.704235
H 2.933301 -6.353125 -0.185231
H -5.707942 2.831983 4.867601
H 2.840372 -7.799287 3.255276
H 1.735646 -8.980468 2.518012
H -1.870751 1.746748 0.716958
H -1.890411 -2.938933 -4.063778
H 4.211699 4.108558 -3.958513
H 0.613366 5.318064 4.348260
H -1.625262 3.784075 1.136190
H 4.635816 -1.704932 -3.590197
H -5.447084 4.365730 1.468492
H -1.277937 4.044766 3.454434
H -5.769470 2.017970 1.909195
H -1.228852 -0.074175 -3.338069
H -2.141214 -0.431538 0.795467

Forces on atoms 1 to 6 (eV/Å):
Br -0.5 -0.2 -0.3
Cl 0.0 0.0 0.2
S 0.0 0.2 0.0
S 0.5 0.2 0.0
S -0.2 0.2 0.2
P 0.0 -1.1 -1.1

Calculated values
LUMO level	-1.061	eV
total charge	0
frontier orbital gap	0.276	hartree
ΔE to the lowest compared entry with this formula, charge and spin	87.92	kJ/mol
highest occupied orbital energy	-8.6	eV


Entry 2:
# C7H11N3O3

A cluster of 2 separate species, C7H11N3O3 in total in a non-equilibrium geometry (the ωB97M-V functional and the def2-TZVPD basis, the Open Molecules 2025 dataset).

CARTESIAN COORDINATES (ANGSTROEM)
O -2.164447 2.499604 0.756211
O 2.783326 -3.124532 -1.302744
O -1.636972 -2.296971 -0.061938
N 0.562227 -2.727195 -0.840271
N -0.203117 1.862023 -0.155429
N 0.066971 -1.073634 0.683826
C 1.340798 -0.664174 0.872727
C -1.598024 1.682796 0.081804
C 1.938694 -2.419195 -0.808833
C 0.353210 2.980224 0.578217
C -0.457304 -2.111819 -0.147044
C 2.309743 -1.214931 -0.003718
C -2.157408 0.392338 -0.658721
H 0.385791 0.882450 -0.432639
H -1.700383 -0.501297 -1.019176
H 3.399980 -0.987437 0.074596
H -0.419884 3.433041 1.343114
H 0.060648 -3.368389 -1.526696
H 1.335363 2.825511 1.038770
H -0.674777 -0.856533 1.315419
H 1.604821 0.148550 1.507771
H -2.773465 0.019111 0.113242
H 0.505146 3.853406 -0.028901
H -2.860938 0.767053 -1.379588

Forces on atoms 1 to 6 (eV/Å):
O -1.7 -0.6 -0.3
O -0.6 -0.1 -0.5
O -0.3 -1.6 -1.0
N -3.2 -1.2 -1.8
N 0.2 -3.2 -0.3
N -1.4 -0.8 0.6

Calculated values
SMILES	O=c1cc[nH]c(=O)[nH]1.CNC(C)=O
LUMO level	0.053	eV
total charge	0
frontier orbital gap	0.353	hartree
ΔE to the lowest compared entry with this formula, charge and spin	175.68	kJ/mol
highest occupied orbital energy	-9.6	eV


Entry 3:
# C37H92N16O10

A cluster of 10 separate species, C37H92N16O10 in total in a non-equilibrium geometry (the ωB97M-V functional and the def2-TZVPD basis, the Open Molecules 2025 dataset).

CARTESIAN COORDINATES (ANGSTROEM)
O 1.727921 -0.420582 -1.417484
O 5.440499 1.967269 0.464598
O -7.562732 3.373650 -1.490658
O -1.800510 0.821730 -6.396058
O -1.678520 4.699346 -4.824085
O -2.813714 -5.175540 -1.682378
O 4.214217 -1.724829 4.071269
O -0.386855 3.532255 -0.119313
O -2.189490 -1.415643 1.123365
O 2.906879 3.914264 -2.379133
N 0.194335 3.849779 -5.841616
N 4.288037 3.769686 -4.148624
N 2.843620 -1.670314 4.423397
N 0.163953 0.661895 -5.141973
N 1.210625 1.763281 -1.568690
N -1.897475 0.470489 2.350204
N -0.363971 0.328421 -0.830714
N -1.801721 0.066343 -4.289526
N -6.350584 3.103238 -0.920648
N -3.098695 -1.226630 3.183716
N 8.579998 0.083474 -0.219438
N -1.497453 -5.596810 -1.566933
N -1.513978 5.378380 0.468109
N 0.068699 4.010534 -3.643806
N 0.773755 5.391350 0.425474
N 5.188179 3.797165 -2.108851
C -5.270145 5.377223 -0.730780
C -3.637111 2.703789 -0.013999
C 0.918384 0.493493 -1.242580
C -1.328909 -7.043622 -1.464952
C -5.751844 4.160083 0.039519
C 1.877600 -1.950776 3.350645
C 1.214312 -6.575576 -0.970275
C -0.696761 -3.308306 -1.408148
C -1.164239 0.606363 -5.356100
C -5.512224 2.116452 -1.598094
C -6.232308 0.766349 -1.932150
C -4.894484 2.620459 -2.920328
C -0.376684 4.695444 0.258566
C -1.857981 -7.622103 -0.116457
C -0.598128 -4.702373 -0.761813
C 0.176000 -7.303311 -1.776191
C -2.016208 -7.834840 -2.614999
C 4.042879 3.873748 -2.835695
C -1.001521 -4.570022 0.740861
C 4.419196 0.977534 0.392568
C 2.281211 -3.327402 2.671588
C -2.366204 -0.768168 2.168238
C 0.088428 -0.999300 4.976901
C 6.694921 1.635561 -0.013037
C 1.170565 -0.870931 6.048539
C 7.780682 0.367869 1.973565
C -4.428039 1.548821 -0.625927
C 7.361564 0.341066 0.538469
C 2.624166 -0.675123 5.511058
C -6.834153 4.691091 1.038349
C -0.561800 4.183206 -4.775405
C 0.912313 -5.071482 -0.998024
C 2.744790 0.822175 5.122744
C 1.769691 -0.821033 2.275351
C -4.556994 3.604839 0.828271
C 3.632570 -1.046471 6.619373
C 0.481582 -2.099046 4.010792
H -0.261406 -2.100604 3.210679
H 1.208931 -0.007033 2.742958
H -0.751786 -3.611492 1.193117
H 0.607365 0.641931 -4.239265
H 3.264984 -0.453379 7.464779
H -7.480727 5.262378 0.372139
H -4.823917 1.031585 0.250291
H -0.470396 4.271218 -2.832981
H 1.848189 -4.103504 3.303693
H -3.851058 4.251978 1.357848
H 4.666209 -0.710754 6.551433
H -2.278723 1.112479 3.021979
H -5.983705 5.840991 -1.410937
H 8.710226 -0.190376 2.120497
H -1.128780 -8.393628 0.144436
H -3.623765 -2.083411 3.148670
H 2.246845 -6.845365 -1.193675
H 0.626317 2.469312 -1.133359
H 5.088722 3.374566 -1.195085
H -2.025159 -6.890996 0.668721
H 2.140722 2.032455 -1.839438
H -4.280097 5.301389 -1.187991
H 4.307914 -2.657612 3.857790
H -2.900752 -5.075724 -2.635300
H 2.743555 0.953484 4.038204
H -7.110098 0.887264 -2.571593
H 3.345989 -3.536092 2.590634
H -2.768042 -8.216509 -0.212563
H -1.159863 0.742655 1.718988
H 0.978801 0.015621 6.653760
H 0.685772 0.950190 -5.953109
H -0.520877 -5.322607 1.369666
H -7.471322 3.888285 1.407266
H 3.602790 -2.076728 6.970952
H -0.232997 -3.090972 -2.375672
H -1.703193 -3.100658 -1.776123
H 1.793694 -3.312818 1.698020
H 0.826728 6.287063 0.879876
H -6.209418 5.228416 1.747248
H 8.109419 1.331416 2.361928
H -4.118241 1.976306 -3.329141
H -5.662079 2.692871 -3.695577
H 9.013419 -0.786226 0.059543
H -4.825659 3.055822 1.737302
H 7.102723 -0.271737 2.540737
H 3.552725 3.969908 -4.804506
H -2.419243 5.050591 0.175209
H -0.165865 -2.671742 -0.700657
H -2.744011 2.247423 0.421768
H -3.099473 -7.735939 -2.516573
H 4.096084 0.882775 -0.649491
H 6.529349 1.421156 -1.080435
H 1.298220 -4.694502 -1.945005
H -6.675768 0.323503 -1.035121
H 1.545125 -4.653098 -0.213012
H 5.992883 4.196809 -2.555928
H 7.397307 2.466406 -0.101440
H -1.571530 6.241267 0.983056
H -2.799371 0.123478 -4.188079
H -4.990168 6.193644 -0.053684
H 0.419974 -8.346641 -1.981189
H -2.076723 -4.747313 0.764862
H -0.972973 -1.016032 5.232696
H 2.709484 -0.393845 1.934507
H -5.610136 -0.030028 -2.337402
H -0.629444 -0.629596 -0.653075
H 0.427355 -6.817482 -2.726801
H -3.049321 3.267760 -0.746413
H -1.240376 -0.196683 -3.495593
H -8.088654 2.674432 -1.086160
H 6.577301 -0.405152 0.392056
H 0.497558 -3.069389 4.511847
H -0.992000 1.079752 -0.599780
H 3.546662 1.297597 0.957649
H 1.106638 -1.064930 1.443128
H 4.643708 -0.056309 0.655417
H -1.733444 -8.885801 -2.607248
H -3.907642 0.804222 -1.227366
H 1.896481 1.469179 5.348959
H -4.671655 3.683919 -2.824961
H 1.076424 3.978198 -3.596470
H -1.842492 -7.412315 -3.606584
H -0.206859 3.832268 -6.765063
H 3.697025 1.218469 5.473776
H 1.596062 4.810251 0.481920
H 1.182631 4.030344 -5.826912
H 1.158957 -1.765512 6.673526
H 1.083758 -7.006822 0.031121
H -3.326930 -0.604173 3.941116
H -0.040195 -0.156370 4.287231
H 8.585578 0.030284 -1.230177
H 5.209570 3.556659 -4.486702

Forces on atoms 1 to 6 (eV/Å):
O -0.6 -0.3 0.3
O -0.5 0.6 1.8
O -0.7 0.3 -0.3
O 1.5 0.5 0.6
O 0.0 -1.0 -0.4
O -0.6 0.0 0.5

Calculated values
SMILES	CC1(C)CCCC(C)(C)N1O.CC1(C)CCCC(C)(C)N1O.CC1(C)CCCC(C)(C)N1O.COC[C@H](C)N.NC(N)=O.NC(N)=O.NC(N)=O.NC(N)=O.NC(N)=O.NC(N)=O
LUMO level	-0.012	eV
total charge	0
frontier orbital gap	0.285	hartree
ΔE to the lowest compared entry with this formula, charge and spin	457.29	kJ/mol
highest occupied orbital energy	-7.8	eV


Entry 4:
# C5H11NO

An isolated molecule of C5H11NO in a non-equilibrium geometry (the ωB97M-V functional and the def2-TZVPD basis, the Open Molecules 2025 dataset).

CARTESIAN COORDINATES (ANGSTROEM)
O -1.019312 -2.301316 1.467331
N -0.062448 1.270216 0.557169
C 0.416273 0.560299 -1.685892
C 0.087408 -0.172028 0.761019
C 0.125278 -0.580244 -0.787616
C 0.845174 1.626624 -0.614764
C -0.981951 -0.853665 1.622324
H 0.557980 2.679181 -0.955420
H 1.106799 -0.520910 1.100522
H 0.107086 1.799031 1.379154
H -0.906192 -0.725529 2.821357
H 1.846732 1.336884 -0.349803
H 1.313524 0.431989 -2.440972
H -0.867231 -1.065419 -1.043749
H 0.766813 -1.446565 -0.955018
H -0.386232 0.846177 -2.503821
H -1.034811 -2.399228 0.429322
H -1.914885 -0.485497 1.198861

Forces on atoms 1 to 6 (eV/Å):
O 0.5 0.8 -3.2
N 0.3 -0.5 -1.1
C 1.3 2.0 -2.7
C 1.9 -0.3 -1.6
C -2.4 -3.5 0.6
C -3.3 0.3 -0.2

Calculated values
SMILES	OC[C@H]1CCCN1
LUMO level	0.997	eV
total charge	0
frontier orbital gap	0.373	hartree
ΔE to the lowest compared entry with this formula, charge and spin	253.12	kJ/mol
highest occupied orbital energy	-9.1	eV